Formula: C42H41ClIrN5O2S2
Source: the Open Molecules 2025 dataset
Level of theory: wB97M-V/def2-TZVPD

Structure (XYZ):
```
94
Properties=species:S:1:pos:R:3:lowdin_charge:R:1
Ir 1.55 -1.35 -0.17 1.111
C -0.35 -3.71 2.34 -0.043
C -0.26 -2.39 3.03 -0.220
C -1.27 -2.06 3.94 -0.053
C -1.21 -0.91 4.70 -0.076
C -0.11 -0.09 4.59 -0.049
C 0.93 -0.37 3.71 -0.206
C 2.13 0.54 3.73 -0.058
C 0.83 -1.51 2.88 -0.199
N 1.80 -1.71 1.84 -0.102
C 3.12 -1.84 2.21 -0.466
O 3.54 -2.11 3.32 0.098
C 4.09 -1.62 1.06 -0.149
C 5.47 -1.63 1.12 0.050
C 6.19 -1.39 -0.05 0.003
C 5.53 -1.17 -1.26 0.044
C 4.16 -1.19 -1.26 -0.191
N 3.52 -1.38 -0.11 -0.093
C 3.23 -1.03 -2.46 -0.432
O 3.65 -0.86 -3.58 0.141
N 1.88 -1.09 -2.12 -0.079
C 0.92 -0.82 -3.16 -0.215
C 0.37 -1.85 -3.93 -0.196
C 0.91 -3.25 -3.92 -0.023
C -0.67 -1.54 -4.80 -0.037
C -1.14 -0.24 -4.93 -0.070
C -0.52 0.78 -4.23 -0.046
C 0.53 0.51 -3.36 -0.209
C 1.32 1.66 -2.80 -0.047
H -1.29 -4.20 2.59 0.083
H 0.46 -4.37 2.66 0.100
H -0.30 -3.63 1.26 0.017
H -2.10 -2.75 4.06 0.111
H -2.00 -0.68 5.41 0.106
H -0.02 0.79 5.22 0.110
H 1.85 1.51 4.13 0.065
H 2.58 0.68 2.75 0.028
H 2.90 0.12 4.38 0.095
H 5.96 -1.83 2.07 0.134
H 7.27 -1.39 -0.02 0.122
H 6.07 -1.00 -2.18 0.134
H 1.03 -3.65 -2.91 0.020
H 1.89 -3.29 -4.40 0.097
H 0.24 -3.92 -4.46 0.084
H -1.11 -2.34 -5.39 0.115
H -1.96 -0.03 -5.60 0.107
H -0.83 1.80 -4.37 0.112
H 0.68 2.53 -2.65 0.075
H 2.08 1.96 -3.53 0.101
H 1.83 1.43 -1.88 0.002
S -0.80 -1.33 -0.27 0.858
C -1.29 0.21 0.10 -0.569
N -2.58 0.47 0.30 -0.085
C -2.98 1.80 0.77 -0.087
C -2.19 2.83 0.02 -0.081
N -0.76 2.56 0.19 -0.068
C 0.10 3.76 0.28 -0.103
C -0.09 4.44 1.61 -0.219
C 0.34 3.82 2.77 -0.029
C 0.14 4.42 4.00 -0.060
C -0.48 5.66 4.08 -0.068
C -0.91 6.29 2.92 -0.065
C -0.72 5.68 1.68 -0.045
C -0.30 1.33 0.25 -0.568
S 1.32 0.97 0.49 0.826
C -3.59 -0.58 0.20 -0.112
C -3.92 -0.92 -1.23 -0.232
C -3.81 -2.22 -1.70 -0.054
C -4.15 -2.53 -3.01 -0.063
C -4.60 -1.53 -3.86 -0.077
C -4.70 -0.22 -3.40 -0.072
C -4.37 0.08 -2.09 -0.038
H -2.80 1.88 1.85 0.151
H -4.04 1.92 0.58 0.135
H -2.39 3.83 0.42 0.134
H -2.43 2.82 -1.05 0.146
H -0.19 4.42 -0.54 0.137
H 1.12 3.45 0.12 0.095
H 0.84 2.85 2.72 0.079
H 0.48 3.93 4.91 0.108
H -0.63 6.14 5.04 0.111
H -1.39 7.26 2.97 0.111
H -1.04 6.18 0.78 0.117
H -4.47 -0.21 0.73 0.138
H -3.23 -1.46 0.74 0.111
H -3.46 -3.00 -1.04 0.112
H -4.06 -3.55 -3.37 0.111
H -4.86 -1.77 -4.88 0.110
H -5.06 0.56 -4.06 0.109
H -4.48 1.10 -1.74 0.107
Cl 3.04 -4.17 -1.18 0.605
C 1.64 -3.47 -0.36 -0.710
H 1.67 -3.87 0.65 -0.014
H 0.75 -3.87 -0.85 -0.002
```

Values from the calculation:
Orbital gap (spin up / spin down) in hartree: 0.2437 / 0.2162
Lowest unoccupied orbital energy (spin up / spin down) in eV: -4.187 / -4.845
Energy above the lowest of the compared OMol25 structures with the same formula, charge and spin in kcal/mol: 10.7
Multiplicity: 2
Net charge: +1

---

Formula: C3H9N
Source: the Open Molecules 2025 dataset
Level of theory: wB97M-V/def2-TZVPD

Structure (XYZ):
```
13
Properties=species:S:1:pos:R:3:lowdin_charge:R:1
N -0.44 2.51 -0.01 0.030
H -0.99 1.70 0.22 -0.024
H 0.53 2.30 -0.06 0.000
H -0.84 3.05 -0.75 0.006
C -0.19 -0.75 1.16 -0.097
C 0.57 -0.84 -0.13 -0.249
C 0.34 -1.65 -1.17 -0.030
H -0.44 0.30 1.25 0.035
H 0.35 -1.08 2.04 0.071
H -1.15 -1.25 0.99 0.079
H 1.24 -0.03 -0.42 0.079
H 0.91 -1.56 -2.09 0.045
H 0.12 -2.70 -1.04 0.054
```

Values from the calculation:
Orbital gap in hartree: 0.3900
Lowest unoccupied orbital energy in eV: 1.079
SMILES: C=CC.N
Energy above the lowest of the compared OMol25 structures with the same formula, charge and spin in kcal/mol: 33.6

---

Formula: C3H4Cl2O
Source: the Open Molecules 2025 dataset
Level of theory: wB97M-V/def2-TZVPD

Structure (XYZ):
```
10
Properties=species:S:1:pos:R:3:lowdin_charge:R:1
C -0.98 -0.31 0.32 -0.274
C 0.50 -0.65 -0.02 -0.170
C 1.45 0.29 -0.09 -1.131
H -1.55 1.25 -0.69 0.043
H -1.09 0.21 1.30 0.129
H -1.42 -1.25 0.37 0.080
H 0.61 -1.78 -0.12 0.131
O -1.65 0.31 -0.77 -0.075
Cl 3.12 -0.06 -0.27 0.627
Cl 1.00 1.98 -0.03 0.641
```

Values from the calculation:
Orbital gap in hartree: 0.3768
Lowest unoccupied orbital energy in eV: 0.586
SMILES: OCC=C(Cl)Cl
Energy above the lowest of the compared OMol25 structures with the same formula, charge and spin in kcal/mol: 30.1

---

Formula: C3H3N3O
Source: the Open Molecules 2025 dataset
Level of theory: wB97M-V/def2-TZVPD

Structure (XYZ):
```
10
Properties=species:S:1:pos:R:3:lowdin_charge:R:1
O 2.82 -0.97 0.45 0.059
C 1.98 -0.85 -0.31 0.015
N -0.28 1.02 1.23 0.007
C -0.24 1.24 -0.05 -0.244
N -0.72 0.17 -0.74 0.036
C -1.01 -0.75 0.22 -0.246
N -0.77 -0.25 1.41 0.006
H -0.48 -0.05 -1.69 0.136
H 0.10 2.15 -0.53 0.115
H -1.39 -1.73 0.02 0.115
```

Values from the calculation:
Orbital gap in hartree: 0.3995
Lowest unoccupied orbital energy in eV: 0.734
Energy above the lowest of the compared OMol25 structures with the same formula, charge and spin in kcal/mol: 24.6

---

Formula: C14H16IrN9O2S
Source: the Open Molecules 2025 dataset
Level of theory: wB97M-V/def2-TZVPD

Structure (XYZ):
```
43
Properties=species:S:1:pos:R:3:lowdin_charge:R:1
Ir 0.95 -1.20 -0.38 1.190
N 2.58 1.35 -3.45 0.134
C 2.00 0.73 -2.43 -0.789
S 2.50 -0.91 -2.01 0.659
N 1.09 1.39 -1.78 0.019
N 0.57 0.72 -0.72 -0.175
C -0.28 1.32 0.07 -0.131
C -0.69 2.71 -0.11 -0.186
C 0.25 3.72 -0.33 -0.017
C -0.16 5.03 -0.47 -0.040
C -1.52 5.34 -0.45 -0.036
C -2.46 4.34 -0.25 -0.046
C -2.06 3.04 -0.06 -0.037
C -0.77 0.49 1.19 -0.182
C -1.47 1.01 2.26 0.043
C -1.79 0.19 3.34 0.015
C -1.39 -1.13 3.32 -0.002
C -0.66 -1.59 2.24 -0.086
N -0.37 -0.81 1.20 -0.078
H 3.29 0.92 -4.01 0.114
H 2.30 2.30 -3.67 0.130
H 1.30 3.48 -0.33 0.116
H 0.57 5.81 -0.61 0.119
H -1.84 6.37 -0.57 0.121
H -3.52 4.59 -0.25 0.119
H -2.80 2.26 0.07 0.122
H -1.72 2.06 2.28 0.131
H -2.34 0.59 4.18 0.136
H -1.61 -1.80 4.14 0.130
H -0.30 -2.61 2.20 0.117
N -0.46 -2.37 -1.40 -0.017
N -0.32 -3.74 -1.06 0.050
C 0.74 -4.16 -0.33 -0.387
N 0.90 -5.45 -0.13 0.254
N 1.47 -3.15 0.13 -0.049
N 2.60 -3.36 0.95 -0.406
O 2.92 -4.49 1.23 0.116
O 3.13 -2.34 1.29 0.098
H -1.42 -2.08 -1.18 0.146
H -0.28 -2.25 -2.40 0.133
H -0.90 -4.41 -1.56 0.179
H 0.27 -6.12 -0.55 0.149
H 1.69 -5.76 0.41 0.123
```

Values from the calculation:
Orbital gap in hartree: 0.2248
Lowest unoccupied orbital energy in eV: -8.120
Net charge: +2

---

Formula: C3H7CrO2
Source: the Open Molecules 2025 dataset
Level of theory: wB97M-V/def2-TZVPD

Structure (XYZ):
```
13
Properties=species:S:1:pos:R:3:lowdin_charge:R:1
C -2.17 1.07 -0.34 -0.094
O -0.89 0.59 0.03 -0.323
C -0.87 -0.69 0.62 -0.329
C 0.28 -1.37 0.50 -0.143
H -2.04 2.12 -0.65 0.092
H -2.58 0.50 -1.18 0.093
H -2.86 1.02 0.51 0.089
H -1.71 -0.85 1.30 0.105
H 0.18 -2.44 0.32 0.000
Cr 0.90 0.20 -1.13 0.545
O 2.17 0.54 0.41 -0.247
H 1.87 -0.12 1.29 0.173
H 2.43 1.41 0.71 0.041
```

Values from the calculation:
Orbital gap (spin up / spin down) in hartree: 0.2026 / 0.2643
Lowest unoccupied orbital energy (spin up / spin down) in eV: -0.061 / -0.051
Energy above the lowest of the compared OMol25 structures with the same formula, charge and spin in kcal/mol: 56.1
Multiplicity: 6

---

Formula: BrO2V
Source: the Open Molecules 2025 dataset
Level of theory: wB97M-V/def2-TZVPD

Structure (XYZ):
```
4
Properties=species:S:1:pos:R:3:lowdin_charge:R:1
O 1.18 0.59 -0.68 -0.593
V 0.02 -0.49 -0.53 0.471
O -1.37 0.23 -0.95 -0.598
Br 0.16 -0.32 2.15 -0.279
```

Values from the calculation:
Orbital gap (spin up / spin down) in hartree: 0.2652 / 0.2949
Lowest unoccupied orbital energy (spin up / spin down) in eV: 3.233 / 2.960
Energy above the lowest of the compared OMol25 structures with the same formula, charge and spin in kcal/mol: 0.0
Multiplicity: 2
Net charge: -1

---

Formula: C4H12S2
Source: the Open Molecules 2025 dataset
Level of theory: wB97M-V/def2-TZVPD

Structure (XYZ):
```
18
Properties=species:S:1:pos:R:3:lowdin_charge:R:1
C -1.82 -0.92 -1.24 -0.422
S -0.72 -0.76 0.24 0.395
S 0.36 -2.50 0.07 0.326
H -2.03 0.05 -1.69 0.029
H -2.73 -1.47 -1.04 0.027
H -1.13 -1.42 -1.92 -0.001
H 1.59 -1.99 -0.03 -0.198
C 1.34 2.96 -0.71 -0.126
C 1.15 1.88 0.36 -0.363
C -0.07 2.21 1.17 -0.184
H 0.44 3.12 -1.32 0.064
H 2.02 2.66 -1.50 0.066
H 1.41 3.89 -0.14 0.075
H 2.07 1.92 0.97 0.103
H 1.12 0.86 -0.02 0.024
H -0.94 2.33 0.50 0.070
H -0.25 1.42 1.90 0.040
H -0.12 3.17 1.71 0.075
```

Values from the calculation:
Orbital gap in hartree: 0.3414
Lowest unoccupied orbital energy in eV: 0.595
SMILES: CCC.CSS
Energy above the lowest of the compared OMol25 structures with the same formula, charge and spin in kcal/mol: 16.8

---

Formula: C21H27FN4S2
Source: the Open Molecules 2025 dataset
Level of theory: wB97M-V/def2-TZVPD

Structure (XYZ):
```
55
Properties=species:S:1:pos:R:3:lowdin_charge:R:1
C 2.24 -6.72 0.38 -0.403
H 2.05 -6.63 -0.68 0.037
H 1.92 -7.70 0.74 0.028
H 3.30 -6.58 0.61 0.035
S 1.24 -5.52 1.30 0.885
C 1.75 -3.95 0.64 -0.541
C 1.08 -2.85 1.14 -0.065
C 1.38 -1.56 0.70 -0.223
C 2.41 -1.41 -0.24 -0.046
C 3.08 -2.52 -0.72 -0.083
C 2.76 -3.80 -0.30 -0.109
H 3.30 -4.64 -0.70 0.088
H 3.87 -2.39 -1.45 0.107
H 2.68 -0.44 -0.61 0.095
N 0.69 -0.47 1.24 -0.079
C 1.15 0.86 0.90 -0.149
C 0.51 1.89 1.82 -0.157
N -0.93 1.82 1.72 -0.211
C -1.35 0.51 2.17 -0.158
C -0.76 -0.55 1.25 -0.132
H -1.07 -1.54 1.58 0.116
H -1.15 -0.39 0.23 0.104
H -2.44 0.44 2.12 0.122
H -1.03 0.32 3.20 0.131
C -1.64 2.90 2.40 -0.185
C -2.94 3.25 1.67 -0.158
H -3.54 3.91 2.30 0.115
C -2.68 3.95 0.34 -0.244
N -1.92 3.09 -0.55 -0.003
C -1.30 3.62 -1.61 -0.867
S -1.47 5.20 -2.07 0.632
N -0.46 2.83 -2.36 0.038
C -0.37 1.45 -2.45 -0.263
C -1.43 0.60 -2.13 -0.033
C -1.30 -0.77 -2.26 -0.015
C -0.10 -1.29 -2.72 -0.282
C 0.96 -0.47 -3.08 -0.016
C 0.81 0.89 -2.95 -0.024
H 1.62 1.55 -3.23 0.118
H 1.87 -0.91 -3.45 0.121
F 0.04 -2.63 -2.83 0.061
H -2.11 -1.44 -2.02 0.125
H -2.37 1.01 -1.80 0.115
H 0.10 3.36 -3.01 0.114
H -1.48 2.30 -0.06 0.103
H -2.13 4.89 0.51 0.087
H -3.62 4.21 -0.15 0.116
H -3.51 2.34 1.49 0.107
H -1.85 2.64 3.45 0.123
H -1.00 3.79 2.40 0.124
H 0.85 2.89 1.52 0.127
H 0.85 1.71 2.86 0.132
H 2.23 0.90 1.02 0.128
H 0.89 1.11 -0.15 0.114
H 0.32 -3.01 1.89 0.098
```

Values from the calculation:
Orbital gap in hartree: 0.3145
Lowest unoccupied orbital energy in eV: 0.634
SMILES: CSc1cccc(N2CCN(CCCNC(=S)Nc3ccc(F)cc3)CC2)c1
Energy above the lowest of the compared OMol25 structures with the same formula, charge and spin in kcal/mol: 0.0

---

Formula: C4H9N2O2
Source: the Open Molecules 2025 dataset
Level of theory: wB97M-V/def2-TZVPD

Structure (XYZ):
```
17
Properties=species:S:1:pos:R:3:lowdin_charge:R:1
N 0.89 1.06 0.42 0.082
C 0.04 0.26 -0.46 -0.328
C 0.11 -1.26 -0.21 -0.109
C 1.64 -1.66 -0.15 -0.315
O 2.39 -1.00 0.75 -0.037
C -1.36 0.80 -0.33 -0.507
N -2.05 0.47 0.83 0.158
O -1.87 1.55 -1.12 0.080
H 1.89 0.72 0.33 0.085
H 0.71 0.77 1.39 0.079
H 0.40 0.39 -1.48 0.150
H -0.40 -1.89 -0.96 0.127
H -0.40 -1.55 0.72 0.101
H 2.09 -1.49 -1.14 0.112
H 1.60 -2.74 0.10 0.138
H -2.77 1.11 1.10 0.105
H -1.57 -0.07 1.53 0.080
```

Values from the calculation:
Orbital gap (spin up / spin down) in hartree: 0.3803 / 0.2901
Lowest unoccupied orbital energy (spin up / spin down) in eV: 0.746 / -1.958
Energy above the lowest of the compared OMol25 structures with the same formula, charge and spin in kcal/mol: 8.2
Multiplicity: 2

---

Formula: C6H14N2
Source: the Open Molecules 2025 dataset
Level of theory: wB97M-V/def2-TZVPD

Structure (XYZ):
```
22
Properties=species:S:1:pos:R:3:lowdin_charge:R:1
C 1.95 -1.46 -1.56 -0.132
N 3.35 -0.78 0.77 0.033
C 2.75 0.18 -0.11 -0.316
N 2.07 -0.07 -1.13 -0.022
H 2.81 -1.78 -2.15 0.077
H 1.05 -1.53 -2.17 0.063
H 1.84 -2.13 -0.71 0.062
H 4.26 -0.45 1.09 0.068
H 2.78 -0.79 1.62 0.074
H 2.84 1.22 0.23 0.106
C -0.65 0.41 0.91 -0.120
C -1.92 1.24 0.73 -0.271
C -2.75 0.69 -0.40 -0.212
C -3.97 0.20 -0.25 -0.007
H -0.10 0.39 -0.03 0.041
H 0.00 0.81 1.68 0.067
H -0.89 -0.63 1.15 0.076
H -1.60 2.25 0.43 0.107
H -2.49 1.34 1.65 0.102
H -2.33 0.84 -1.39 0.103
H -4.52 -0.27 -1.06 0.047
H -4.48 0.33 0.69 0.055
```

Values from the calculation:
Orbital gap in hartree: 0.3818
Lowest unoccupied orbital energy in eV: 0.918
SMILES: C/N=C\N.C=CCC
Energy above the lowest of the compared OMol25 structures with the same formula, charge and spin in kcal/mol: 42.7

---

Formula: C16H26B2N6O2Pb
Source: the Open Molecules 2025 dataset
Level of theory: wB97M-V/def2-TZVPD

Structure (XYZ):
```
53
Properties=species:S:1:pos:R:3:lowdin_charge:R:1
H 0.08 2.86 -0.41 0.130
N -0.40 1.30 -1.77 0.074
B -0.79 -0.14 -3.84 -0.444
N -0.40 1.21 -3.15 0.050
C -0.02 2.40 -3.67 0.068
Pb -0.85 -0.82 0.04 1.420
H 0.04 2.53 -4.74 0.161
C 0.23 3.28 -2.62 0.122
H 0.55 4.30 -2.68 0.142
C -0.01 2.53 -1.44 -0.027
H -0.69 -0.05 -5.02 0.126
C -1.66 -2.73 0.73 -0.199
H -1.73 -2.70 1.82 0.032
H -1.01 -3.56 0.40 0.024
H -2.65 -2.81 0.27 0.012
N -2.26 -0.51 -3.46 -0.030
N 0.19 -1.25 -3.29 -0.006
N -2.58 -0.69 -2.13 -0.020
N 0.26 -1.55 -1.93 -0.078
C -3.37 -0.74 -4.21 -0.038
C 1.06 -2.02 -3.96 -0.018
H -3.34 -0.64 -5.28 0.134
H 1.17 -1.92 -5.04 0.143
C -4.41 -1.08 -3.36 -0.021
C 1.71 -2.85 -3.05 -0.012
C -3.87 -1.06 -2.06 -0.120
C 1.18 -2.54 -1.80 -0.109
H -5.43 -1.33 -3.62 0.109
H 2.47 -3.59 -3.26 0.114
H -4.36 -1.31 -1.12 0.118
H 1.42 -2.98 -0.84 0.122
H -1.98 0.39 0.96 0.106
C 2.31 -0.79 4.15 0.011
C 1.17 0.11 3.70 -0.471
C 0.31 0.46 4.89 0.016
O 0.35 -0.68 2.84 0.103
B 0.65 -0.18 1.60 -0.686
O 1.65 0.74 1.49 0.120
C 1.65 1.31 2.80 -0.477
C 0.69 2.51 2.81 0.003
C 3.05 1.80 3.06 0.014
H 1.88 -1.71 4.58 0.111
H 2.90 -0.30 4.93 0.111
H 2.97 -1.08 3.32 0.106
H -0.07 -0.46 5.34 0.112
H 0.90 1.01 5.63 0.115
H -0.56 1.08 4.60 0.097
H 0.66 2.96 3.81 0.110
H 1.06 3.27 2.12 0.098
H -0.34 2.25 2.52 0.095
H 3.78 0.99 2.98 0.100
H 3.31 2.57 2.32 0.107
H 3.10 2.24 4.05 0.117
```

Values from the calculation:
Orbital gap (spin up / spin down) in hartree: 0.1647 / 0.1531
Lowest unoccupied orbital energy (spin up / spin down) in eV: -10.364 / -10.610
Energy above the lowest of the compared OMol25 structures with the same formula, charge and spin in kcal/mol: 47.3
Net charge: +2

---

Number 1: DFT total energy -3410.1389 Ha. Number 2: DFT total energy -174.3995 Ha. Number 3: DFT total energy -1112.2908 Ha. Number 4: DFT total energy -355.6007 Ha. Number 5: DFT total energy -1688.2821 Ha. Number 6: DFT total energy -1313.2399 Ha. Number 7: DFT total energy -3668.5921 Ha. Number 8: DFT total energy -955.9377 Ha. Number 9: DFT total energy -1931.7025 Ha. Number 10: DFT total energy -417.7315 Ha. Number 11: DFT total energy -346.4592 Ha. Number 12: DFT total energy -1346.1930 Ha.